Entry 1:
ORCA calculation (ωB97M-V with the def2-TZVPD basis set) on an isolated molecule of C4H8N2S.

Summary:
Energy: -18090.6611 eV
Gap between HOMO and LUMO: 7.84 eV
Molecular weight: 116.19 g/mol
ΔE to the lowest compared entry with this formula, charge and spin: 297.3 kJ/mol
Highest occupied orbital energy: -8.7 eV
Lowest unoccupied orbital energy: -0.86 eV

Geometry (Å):
C1 -0.88 -1.11 -0.02
C2 -0.01 0.20 -0.02
C3 0.99 0.01 1.15
C4 0.71 0.19 -1.37
N1 -2.12 -1.03 0.00
N2 -0.79 1.35 0.08
S1 -2.98 0.29 0.04
H1 -0.37 -2.06 -0.07
H2 1.69 0.84 1.16
H3 1.55 -0.92 1.03
H4 0.46 -0.02 2.10
H5 1.39 1.04 -1.44
H6 -0.02 0.28 -2.17
H7 1.28 -0.73 -1.50
H8 -0.90 1.67 1.04

Entry 2:
ORCA calculation (ωB97M-V with the def2-TZVPD basis set) on a structure of composition C20H39N4O5Ti.

Summary:
Charge: -1
Energy: -60674.4682 eV
<S²>: 2.00
Gap between HOMO and LUMO (spin up / spin down): 2.26 / 5.53 eV
Molecular weight: 463.42 g/mol
ΔE to the lowest compared entry with this formula, charge and spin: 1098.5 kJ/mol
Highest occupied orbital energy (spin up / spin down): 0.2 / -3.1 eV
Multiplicity: 3
Lowest unoccupied orbital energy (spin up / spin down): 2.45 / 2.44 eV

Geometry (Å):
Ti1 -0.01 -0.04 -0.06
C1 -0.21 4.20 -1.46
C2 -1.21 3.09 -1.15
C3 -1.88 3.36 0.25
C4 -1.16 3.00 1.62
C5 -2.24 3.09 2.69
C6 -0.05 3.98 1.99
N1 -0.55 1.57 1.45
C7 -0.91 0.48 2.60
C8 0.23 -0.61 2.80
N2 1.11 -1.04 1.61
C9 0.69 -2.50 1.23
C10 -0.82 -2.43 0.80
O1 -1.55 -3.37 1.05
O2 -1.10 -1.23 0.57
C11 2.53 -1.02 2.08
C12 2.93 0.28 2.81
C13 3.56 -1.28 0.96
C14 3.50 -0.36 -0.29
C15 4.24 -1.09 -1.41
C16 4.14 1.00 -0.07
N3 2.05 -0.24 -0.57
C17 1.67 0.36 -1.90
C18 0.63 1.59 -1.86
N4 -0.77 1.64 -1.33
C19 -1.74 0.99 -2.26
C20 -1.38 -0.43 -2.71
O3 -1.89 -0.79 -3.76
O4 -0.54 -1.04 -1.98
H1 -0.70 5.17 -1.32
H2 0.14 4.16 -2.49
H3 0.67 4.20 -0.81
H4 -2.01 3.27 -1.88
H5 -2.83 2.81 0.23
H6 -2.16 4.41 0.30
H7 -2.74 4.06 2.61
H8 -1.83 3.03 3.70
H9 -3.00 2.32 2.56
H10 -0.41 5.01 1.96
H11 0.82 3.90 1.33
H12 0.31 3.78 3.00
H13 -1.30 1.52 0.63
H14 0.45 1.92 1.64
H15 -1.89 0.08 2.46
H16 -0.96 1.06 3.54
H17 -0.23 -1.47 3.30
H18 0.81 -0.17 3.60
H19 0.79 -3.17 2.09
H20 1.26 -2.91 0.39
H21 2.65 -1.83 2.81
H22 2.43 1.16 2.39
H23 4.00 0.44 2.76
H24 2.69 0.23 3.87
H25 3.44 -2.32 0.63
H26 4.56 -1.24 1.39
H27 5.27 -1.32 -1.09
H28 4.31 -0.50 -2.32
H29 3.76 -2.04 -1.66
H30 5.13 0.89 0.39
H31 3.54 1.65 0.57
H32 4.28 1.53 -1.01
H33 1.79 -1.29 -0.50
H34 1.42 -0.40 -2.62
H35 2.55 0.83 -2.34
H36 0.63 2.01 -2.88
H37 1.19 2.30 -1.25
H38 -1.84 1.60 -3.17
H39 -2.71 0.94 -1.76
O5 -1.59 0.37 0.71

Entry 3:
ORCA calculation (ωB97M-V with the def2-TZVPD basis set) on a structure of composition C23H52O4OsP4.

Summary:
Charge: +4
Energy: -72466.7262 eV
<S²>: 6.05
Gap between HOMO and LUMO (spin up / spin down): 8.73 / 4.37 eV
Molecular weight: 706.79 g/mol
ΔE to the lowest compared entry with this formula, charge and spin: 0.0 kJ/mol
Highest occupied orbital energy (spin up / spin down): -20.0 / -20.0 eV
Multiplicity: 5
Lowest unoccupied orbital energy (spin up / spin down): -11.30 / -15.62 eV

Geometry (Å):
Os1 0.38 -0.89 0.37
P1 -1.30 -2.52 0.39
P2 1.67 -1.56 2.10
P3 1.66 -2.17 -1.20
H1 -0.28 5.37 -6.71
C1 -0.35 4.47 -7.34
C2 -1.54 3.91 -7.63
H2 -2.48 4.33 -7.25
C3 -2.95 -1.90 0.87
C4 -1.08 -3.98 1.48
C5 -1.72 -3.19 -1.26
C6 3.24 -0.62 2.10
C7 0.99 -1.23 3.75
C8 2.23 -3.28 2.31
C9 1.17 -2.15 -2.98
C10 1.85 -4.00 -1.02
C11 3.42 -1.66 -1.36
H3 0.59 4.07 -7.76
H4 -1.61 3.03 -8.28
H5 -3.13 -0.93 0.40
H6 -2.99 -1.79 1.96
H7 -3.71 -2.62 0.54
H8 -0.84 -3.66 2.50
H9 -0.28 -4.63 1.12
H10 -2.03 -4.53 1.50
H11 -1.96 -2.35 -1.92
H12 -2.61 -3.82 -1.15
H13 -0.90 -3.78 -1.70
H14 3.81 -0.90 3.00
H15 3.03 0.46 2.11
H16 3.84 -0.84 1.21
H17 1.65 -1.68 4.50
H18 -0.02 -1.63 3.87
H19 0.94 -0.15 3.93
H20 3.31 -3.28 2.50
H21 2.03 -3.90 1.43
H22 1.71 -3.73 3.16
H23 1.67 -2.99 -3.49
H24 1.46 -1.21 -3.46
H25 0.09 -2.28 -3.09
H26 2.00 -4.44 -2.01
H27 0.97 -4.48 -0.58
H28 2.73 -4.24 -0.41
H29 3.81 -2.03 -2.32
H30 4.04 -2.04 -0.54
H31 3.47 -0.56 -1.36
C12 -0.36 0.70 -2.33
C13 0.86 1.44 -2.44
C14 1.12 2.21 -3.56
C15 0.26 2.20 -4.65
C16 -0.91 1.42 -4.60
C17 -1.22 0.69 -3.47
O1 -0.70 0.01 -1.26
H32 1.66 -0.07 -0.19
H33 1.57 1.39 -1.61
H34 2.03 2.82 -3.57
H35 0.49 2.80 -5.53
H36 -1.57 1.40 -5.47
H37 -2.12 0.08 -3.40
C18 -2.95 -0.18 4.46
C19 -2.90 0.87 3.38
O2 -1.99 0.41 2.28
P4 -0.60 0.91 1.67
O3 0.23 1.43 2.94
C20 0.59 2.56 3.86
C21 -0.32 2.65 5.06
O4 -1.00 2.18 0.79
C22 -0.11 3.28 0.34
C23 -0.94 4.50 0.06
H38 -2.91 -1.19 4.05
H39 -3.87 -0.09 5.04
H40 -2.12 -0.05 5.16
H41 -3.87 0.99 2.88
H42 -2.56 1.84 3.74
H43 1.62 2.35 4.18
H44 0.58 3.46 3.24
H45 -0.67 1.69 5.45
H46 0.24 3.17 5.85
H47 -1.19 3.28 4.86
H48 0.63 3.45 1.13
H49 0.41 2.95 -0.56
H50 -1.66 4.72 0.87
H51 -0.27 5.35 -0.05
H52 -1.47 4.40 -0.89

Entry 4:
ORCA calculation (ωB97M-V with the def2-TZVPD basis set) on a cluster of 2 separate species, CH5NO in total.

Summary:
Energy: -4650.3979 eV
Gap between HOMO and LUMO (spin up / spin down): 10.26 / 9.14 eV
Molecular weight: 47.06 g/mol
ΔE to the lowest compared entry with this formula, charge and spin: 481.0 kJ/mol
Highest occupied orbital energy (spin up / spin down): -10.6 / -10.1 eV
Lowest unoccupied orbital energy (spin up / spin down): -0.29 / -0.94 eV

Geometry (Å):
C1 -1.23 -0.08 -0.10
N1 2.11 0.12 0.50
O1 -0.29 -0.28 0.79
H1 -1.47 -0.63 -1.04
H2 -1.45 1.05 -0.45
H3 -1.99 -0.20 0.64
H4 2.01 0.73 -0.29
H5 2.31 -0.72 -0.06

Entry 5:
ORCA calculation (ωB97M-V with the def2-TZVPD basis set) on an isolated molecule of C3H5ClO.

Summary:
Energy: -17758.9706 eV
SMILES string: O[C@@H]1C[C@H]1Cl
Gap between HOMO and LUMO: 10.43 eV
Molecular weight: 92.53 g/mol
ΔE to the lowest compared entry with this formula, charge and spin: 270.8 kJ/mol
Highest occupied orbital energy: -9.8 eV
Lowest unoccupied orbital energy: 0.68 eV

Geometry (Å):
C1 0.35 -0.56 -0.43
C2 -0.08 0.94 -0.10
C3 -0.79 -0.27 0.56
H1 2.17 -0.66 -0.62
H2 0.02 -1.22 -1.35
H3 -0.67 1.86 -0.62
H4 0.67 1.36 0.62
H5 -0.80 -0.28 1.62
O1 1.56 -0.72 0.32
Cl1 -2.42 -0.44 0.00

Entry 6:
ORCA calculation (ωB97M-V with the def2-TZVPD basis set) on an isolated molecule of C26H34N4O7S.

Summary:
Energy: -58643.1115 eV
SMILES string: COc1ccc(C[C@@H](NC(C)=O)C(=O)NC2CCN(S(=O)(=O)c3ccc(NC(C)=O)cc3)CC2)cc1OC
Gap between HOMO and LUMO: 8.13 eV
Molecular weight: 546.65 g/mol
ΔE to the lowest compared entry with this formula, charge and spin: 63.6 kJ/mol
Highest occupied orbital energy: -7.6 eV
Lowest unoccupied orbital energy: 0.53 eV

Geometry (Å):
C1 4.17 3.00 0.87
H1 4.27 3.28 1.93
O1 2.82 2.99 0.47
C2 1.95 2.21 1.19
C3 2.33 1.25 2.10
C4 1.38 0.51 2.79
C5 0.03 0.75 2.60
C6 -0.36 1.73 1.69
C7 0.58 2.44 0.96
O2 0.29 3.38 0.01
C8 -1.06 3.65 -0.26
H2 -1.06 4.37 -1.08
H3 -1.60 2.75 -0.57
H4 -1.57 4.10 0.60
H5 -1.40 1.96 1.56
C9 -0.99 0.01 3.43
H6 -1.62 0.73 3.95
H7 -0.45 -0.57 4.19
C10 -1.93 -0.96 2.69
N1 -2.90 -0.24 1.90
C11 -4.17 -0.69 1.76
O3 -4.57 -1.72 2.28
C12 -5.06 0.24 0.97
H8 -4.52 0.65 0.12
H9 -5.95 -0.29 0.64
H10 -5.37 1.06 1.61
H11 -2.54 0.38 1.19
H12 -2.50 -1.52 3.45
C13 -1.21 -1.99 1.80
O4 -0.03 -1.91 1.50
N2 -2.06 -2.96 1.42
H13 -3.01 -2.87 1.79
C14 -1.98 -3.92 0.33
C15 -3.18 -3.68 -0.59
C16 -3.11 -2.26 -1.16
N3 -1.74 -1.77 -1.12
S1 -1.64 -0.22 -1.72
O5 -2.21 -0.15 -3.04
O6 -2.28 0.62 -0.74
C17 0.09 0.20 -1.83
C18 1.02 -0.18 -0.88
C19 2.35 0.15 -1.06
C20 2.74 0.91 -2.16
C21 1.78 1.33 -3.08
C22 0.46 0.96 -2.93
H14 -0.29 1.24 -3.64
H15 2.08 1.93 -3.93
N4 4.06 1.28 -2.40
C23 5.20 0.93 -1.72
O7 5.22 0.19 -0.76
C24 6.44 1.56 -2.31
H16 7.30 1.26 -1.73
H17 6.35 2.65 -2.28
H18 6.57 1.25 -3.34
H19 4.19 1.90 -3.19
H20 3.09 -0.18 -0.34
H21 0.72 -0.74 -0.01
C25 -0.82 -2.78 -1.60
C26 -0.69 -3.85 -0.50
H22 -0.51 -4.82 -0.95
H23 0.14 -3.61 0.16
H24 0.14 -2.32 -1.80
H25 -1.19 -3.22 -2.53
H26 -3.71 -1.57 -0.57
H27 -3.49 -2.23 -2.20
H28 -3.16 -4.42 -1.40
H29 -4.11 -3.81 -0.04
H30 -2.06 -4.92 0.78
H31 1.70 -0.24 3.49
H32 3.37 1.05 2.29
H33 4.65 3.76 0.26
H34 4.65 2.04 0.71

no.,largest force on an atom (hartree/bohr)
1,0.04912
2,0.28881
3,0.07867
4,0.08660
5,0.12782
6,0.02476